{"formula": "C18H22ClF14O15PS2", "method": "wB97M-V/def2-TZVPD", "elements": ["O", "S", "O", "O", "C", "F", "C", "P", "O", "Cl", "S", "O", "O", "F", "O", "H", "H", "C", "C", "O", "C", "O", "C", "F", "F", "F", "H", "H", "H", "H", "H", "C", "C", "O", "C", "O", "C", "F", "F", "F", "H", "H", "H", "H", "H", "C", "C", "O", "C", "O", "C", "F", "F", "F", "H", "H", "H", "H", "H", "C", "C", "O", "C", "O", "C", "F", "F", "F", "H", "H", "H", "H", "H"], "positions_angstrom": [[0.88436, -2.90594, -2.40039], [0.27160, -1.46903, -2.44871], [0.91021, -0.72640, -1.24629], [0.21732, -0.65901, -3.97536], [-1.14866, -0.71238, -4.58641], [-1.05390, -1.12077, -6.03754], [-2.10556, -1.67107, -3.66073], [-3.84661, -1.02690, -3.12643], [-5.02349, -2.29119, -3.53127], [-4.34332, 0.75372, -4.19226], [-1.93168, -3.43955, -4.25298], [-2.09064, -4.44746, -3.05815], [-3.05545, -3.81125, -5.29620], [-0.39676, -3.80638, -4.96426], [-1.41206, -1.71941, -2.34797], [-1.54771, 0.40584, -4.68953], [-5.62751, -2.30803, -2.70756], [0.34688, 3.37091, 0.49640], [-0.95001, 4.11574, 0.23569], [-1.20309, 4.21709, -1.17365], [-1.72925, 3.10197, -1.77281], [-1.97793, 2.05743, -1.17530], [-1.99283, 3.35876, -3.25517], [-0.94289, 3.96630, -3.87941], [-3.07186, 4.16927, -3.45091], [-2.24128, 2.21777, -3.95823], [1.17504, 3.84088, -0.04370], [0.57929, 3.36025, 1.56446], [0.28728, 2.33582, 0.14618], [-0.86699, 5.13860, 0.61827], [-1.79750, 3.64789, 0.75066], [-7.27379, 7.37344, 1.42286], [-6.30899, 7.06015, 0.29341], [-4.96679, 7.41437, 0.65896], [-4.30634, 6.52227, 1.46349], [-4.80074, 5.47451, 1.87298], [-2.87986, 6.99477, 1.73681], [-2.81888, 8.31263, 2.08420], [-2.07475, 6.85190, 0.64551], [-2.27546, 6.30931, 2.74810], [-7.18599, 8.42249, 1.72322], [-8.30464, 7.17596, 1.11749], [-7.05549, 6.77075, 2.30984], [-6.56817, 7.66025, -0.58535], [-6.36525, 6.00751, -0.00841], [0.81422, -3.08850, 1.01376], [2.04139, -2.73469, 1.83444], [1.70853, -2.63058, 3.22690], [1.59932, -3.81402, 3.91016], [1.76319, -4.91811, 3.39631], [1.28974, -3.56018, 5.38411], [0.29690, -2.64186, 5.56332], [2.37385, -3.08459, 6.06092], [0.88999, -4.68256, 6.04617], [0.00879, -2.37028, 1.19786], [1.05017, -3.09248, -0.05358], [0.42659, -4.07536, 1.28484], [2.41860, -1.75463, 1.52347], [2.85378, -3.45501, 1.68126], [7.93628, -5.58698, 3.09807], [7.35555, -6.30631, 1.89393], [6.47592, -5.44076, 1.16069], [7.07908, -4.53790, 0.32381], [8.29619, -4.44016, 0.18606], [6.03381, -3.71545, -0.42706], [5.04621, -3.24701, 0.38925], [5.41102, -4.44214, -1.39846], [6.56056, -2.62242, -1.04810], [7.13651, -5.17760, 3.72354], [8.54495, -6.26748, 3.69919], [8.56248, -4.74320, 2.79226], [6.75518, -7.15778, 2.23167], [8.14129, -6.70577, 1.24173]], "gap_ev": 8.8, "smiles": "O=S1(=O)O[C@@H](F)[C@@](P(O)Cl)(S(=O)(=O)F)O1.CCOC(=O)C(F)(F)F.CCOC(=O)C(F)(F)F.CCOC(=O)C(F)(F)F.CCOC(=O)C(F)(F)F", "homo_energy_ha": -0.398, "largest_force_ha_per_bohr": 0.2050, "energy_ha": -4823.5425}


{"formula": "C10H12O2S", "method": "wB97M-V/def2-TZVPD", "elements": ["C", "C", "C", "C", "C", "C", "C", "C", "C", "C", "H", "H", "H", "H", "H", "H", "H", "H", "H", "H", "H", "H", "O", "O", "S"], "positions_angstrom": [[-2.60811, -0.88888, 0.06246], [-1.14442, -0.50776, 0.42133], [-1.11935, 0.89488, 1.12493], [-0.22422, -0.72306, -0.78446], [1.24092, -0.48410, -0.39807], [2.03055, 0.52298, -1.02239], [3.36048, 0.74236, -0.59242], [3.95996, -0.07286, 0.34047], [3.20552, -1.08794, 0.87812], [1.89441, -1.27365, 0.48842], [-3.65239, -1.97368, -0.94441], [-0.84132, -1.22490, 1.22288], [-2.06148, 0.93172, 1.72225], [-0.21909, 1.10073, 1.72641], [-0.09602, 2.13400, -0.70924], [-0.44705, -0.04650, -1.63028], [-0.39485, -1.75385, -1.16150], [1.60660, 1.18287, -1.84012], [3.96010, 1.50332, -1.08441], [5.03267, 0.08522, 0.60966], [3.58512, -1.77884, 1.60944], [1.31112, -2.08459, 0.92099], [-2.66849, -1.80985, -0.93564], [-3.59474, -0.40635, 0.55632], [-1.32825, 2.30765, -0.03233]], "gap_ev": 9.7, "smiles": "O=C(O)[C@H](CS)Cc1ccccc1", "homo_energy_ha": -0.334, "largest_force_ha_per_bohr": 0.0517, "energy_ha": -936.9290}


{"formula": "C4H13ClN2Si", "method": "wB97M-V/def2-TZVPD", "elements": ["C", "C", "C", "C", "N", "N", "Si", "Cl", "H", "H", "H", "H", "H", "H", "H", "H", "H", "H", "H", "H", "H"], "positions_angstrom": [[2.03803, -2.10231, -2.06538], [-1.68646, 1.59656, 1.31739], [-1.74426, 0.66606, -1.04862], [1.11081, -0.78621, 1.99158], [1.25376, -0.98879, -1.41825], [-1.50107, 1.75302, -0.11450], [1.35286, -0.36116, 0.07159], [2.15594, 1.52065, 0.20429], [1.90350, -2.94719, -1.40639], [1.52886, -2.38630, -3.01263], [3.04629, -1.96663, -2.04577], [-2.21921, 2.48200, 1.47002], [-2.40266, 0.76876, 1.48352], [-0.81151, 1.58672, 1.84482], [-1.98360, 0.96922, -1.99181], [-0.86591, -0.04903, -1.01397], [-2.72242, 0.02927, -0.66298], [0.99495, 0.10104, 2.66443], [0.21669, -1.39092, 2.22373], [2.08890, -1.24010, 2.15117], [-1.75349, 2.74533, -0.64223]], "gap_ev": 8.5, "smiles": "C/N=[Si](\\C)Cl.CNC", "homo_energy_ha": -0.298, "largest_force_ha_per_bohr": 0.1134, "energy_ha": -1019.3056}


{"formula": "C4H3NS", "method": "wB97M-V/def2-TZVPD", "elements": ["S", "C", "C", "C", "N", "C", "H", "H", "H"], "positions_angstrom": [[0.82844, -3.38243, -0.86821], [0.52769, -2.05286, -0.08357], [0.62279, 2.13878, -0.52439], [0.02081, 1.21341, -0.03469], [0.20730, -1.09277, 0.51775], [-0.71772, 0.06822, 0.53311], [1.14575, 2.98149, -0.90440], [-1.08861, 0.30208, 1.52563], [-1.54645, -0.17591, -0.16123]], "gap_ev": 9.9, "smiles": "C#CCN=C=S", "homo_energy_ha": -0.342, "largest_force_ha_per_bohr": 0.0387, "energy_ha": -607.0726}


Repeat the third record exactly.
{"formula": "C4H13ClN2Si", "method": "wB97M-V/def2-TZVPD", "elements": ["C", "C", "C", "C", "N", "N", "Si", "Cl", "H", "H", "H", "H", "H", "H", "H", "H", "H", "H", "H", "H", "H"], "positions_angstrom": [[2.03803, -2.10231, -2.06538], [-1.68646, 1.59656, 1.31739], [-1.74426, 0.66606, -1.04862], [1.11081, -0.78621, 1.99158], [1.25376, -0.98879, -1.41825], [-1.50107, 1.75302, -0.11450], [1.35286, -0.36116, 0.07159], [2.15594, 1.52065, 0.20429], [1.90350, -2.94719, -1.40639], [1.52886, -2.38630, -3.01263], [3.04629, -1.96663, -2.04577], [-2.21921, 2.48200, 1.47002], [-2.40266, 0.76876, 1.48352], [-0.81151, 1.58672, 1.84482], [-1.98360, 0.96922, -1.99181], [-0.86591, -0.04903, -1.01397], [-2.72242, 0.02927, -0.66298], [0.99495, 0.10104, 2.66443], [0.21669, -1.39092, 2.22373], [2.08890, -1.24010, 2.15117], [-1.75349, 2.74533, -0.64223]], "gap_ev": 8.5, "smiles": "C/N=[Si](\\C)Cl.CNC", "homo_energy_ha": -0.298, "largest_force_ha_per_bohr": 0.1134, "energy_ha": -1019.3056}